The following is a quantum chemistry calculation of a 3-piece molecular cluster, C34H57BINO6 overall in a non-equilibrium geometry, from the OMol25 dataset.

The geometry in XYZ format:
```
100
C34H57BINO6 (the ωB97M-V functional and the def2-TZVPD basis)
C 4.19 2.94 4.56
C 3.41 1.97 4.05
C 3.50 1.61 2.60
C 2.74 2.30 1.67
C 1.80 3.37 2.18
C 0.53 2.67 2.75
C -0.62 3.66 3.04
C -1.95 2.86 3.04
O -3.05 3.61 2.52
C -3.01 3.58 1.12
C 2.88 1.98 0.34
C 3.75 0.93 -0.02
C 4.49 0.25 0.91
C 5.39 -0.87 0.46
C 4.56 -2.12 0.03
C 4.03 -2.89 1.27
C 2.85 -3.84 0.97
C 1.47 -3.14 0.83
C 0.61 -3.42 2.08
C -0.94 -3.33 1.89
C -1.59 -2.25 2.78
C -3.11 -2.40 2.94
C -3.95 -1.72 1.85
C 4.38 0.60 2.25
B 5.18 -0.11 3.42
N 4.63 -1.15 4.23
O 6.46 0.31 3.74
C 3.83 0.60 -1.50
O 4.79 0.06 -2.02
C 2.71 1.01 -2.39
C 1.91 2.00 -2.05
C 0.80 2.49 -2.94
C -0.60 1.86 -2.68
C -1.63 2.93 -2.21
I -0.58 0.17 -1.35
C 2.14 2.72 -0.74
O 1.75 3.88 -0.66
H 5.27 2.97 4.37
H 3.80 3.77 5.14
H 2.71 1.47 4.73
H 1.54 4.13 1.45
H 2.24 3.90 3.03
H 0.80 2.06 3.62
H 0.21 1.97 1.97
H -0.63 4.45 2.29
H -0.50 4.03 4.06
H -2.16 2.49 4.04
H -1.85 1.96 2.41
H -2.07 3.98 0.71
H -3.81 4.21 0.72
H -3.14 2.56 0.72
H 6.10 -1.21 1.23
H 5.99 -0.58 -0.40
H 5.20 -2.82 -0.50
H 3.71 -1.84 -0.59
H 4.86 -3.48 1.67
H 3.69 -2.21 2.07
H 2.78 -4.62 1.73
H 3.06 -4.32 0.00
H 0.97 -3.61 -0.03
H 1.58 -2.08 0.58
H 0.79 -4.43 2.47
H 0.90 -2.71 2.86
H -1.18 -3.12 0.84
H -1.36 -4.30 2.16
H -1.15 -2.37 3.78
H -1.38 -1.23 2.45
H -3.40 -1.93 3.89
H -3.43 -3.45 3.02
H -3.92 -2.27 0.90
H -5.00 -1.71 2.18
H -3.64 -0.69 1.69
H 4.28 -1.94 3.70
H 5.30 -1.48 4.92
H 6.77 0.89 3.03
H 2.60 0.49 -3.34
H 1.09 2.27 -3.97
H 0.68 3.58 -2.90
H -0.97 1.53 -3.65
H -2.25 3.21 -3.06
H -2.28 2.48 -1.46
H -1.13 3.83 -1.83
C -3.71 -1.88 -4.22
C -3.90 -0.39 -4.40
O -3.95 0.27 -3.14
H -4.52 -2.31 -3.62
H -3.68 -2.39 -5.18
H -2.77 -2.09 -3.69
H -4.84 -0.19 -4.91
H -3.09 0.03 -5.00
H -3.11 0.10 -2.70
C -7.68 -2.19 -7.61
C -6.59 -1.60 -6.75
O -5.55 -2.55 -6.50
H -8.11 -3.08 -7.13
H -8.48 -1.47 -7.79
H -7.28 -2.52 -8.57
H -6.99 -1.29 -5.78
H -6.16 -0.71 -7.23
H -5.19 -2.81 -7.35
```

Values from the calculation:
E ... -2158.4403 Ha
Multiplicity ... 1
Structure (SMILES) ... C=Cc1c(CCCCOC)c2c(c(CCCCCCCCCC)c1B(N)O)C(=O)C=C(C[C@H](C)I)C2=O.CCO.CCO
LUMO ... -0.9065 eV
Charge ... 0
Max |F| ... 1.88 eV/A
Orbital gap ... 7.92 eV